Entry from the Open Molecules 2025 dataset: a 2-piece molecular cluster, C4H14NSi overall at a distorted geometry (ωB97M-V/def2-TZVPD).

Summary:
Energy above the lowest of the compared OMol25 structures with the same formula, charge and spin: 104.24 kcal per mole
Gap between HOMO and LUMO (spin up / spin down): 6.02 / 6.02 eV
Total energy: -13732.0842 eV
Highest occupied orbital energy (spin up / spin down): -10.73 / -10.73 eV

The geometry in ORCA input format:
```
! RIJCOSX wB97M-V def2-TZVPD def2/J DEFGRID3
* xyz 1 1
C -1.055 1.100 0.756
C 2.094 -1.080 0.830
C 2.071 0.745 -1.958
C -1.394 -0.360 0.811
N -2.847 -0.423 0.330
Si 1.490 -0.723 -0.922
H -1.107 1.597 -0.202
H -1.990 1.654 1.286
H -0.082 1.350 1.197
H 3.131 -1.163 0.672
H 1.822 -0.206 1.455
H 1.761 -1.943 1.403
H 1.382 1.067 -2.781
H 2.298 1.609 -1.432
H 2.934 0.370 -2.396
H -1.321 -0.716 1.922
H -3.159 0.044 -0.513
H -2.954 -1.405 0.242
H -3.508 -0.100 1.033
H 0.434 -1.415 -1.733
*
```

Which charges does Mulliken predict for the atoms? In e, they are: -1.135, -0.909, -0.977, -0.303, -0.337, 0.591, 0.300, 0.287, 0.309, 0.380, 0.287, 0.338, 0.307, 0.367, 0.398, 0.106, 0.305, 0.363, 0.341, -0.017